Here is a structure of composition C47H44N6O3S5Tl at a distorted geometry from OMol25. Energies are from wB97M-V/def2-TZVPD.

Values from the calculation:
- E_LUMO: 1.44 eV
- Energy above the lowest of the compared OMol25 structures with the same formula, charge and spin: 30.7 kcal/mol
- HOMO level: -0.1355 Ha
- Kohn-Sham gap: 5.133 eV
- Total charge: -1

The geometry in XYZ format:
```
106
Properties=species:S:1:pos:R:3:lowdin_charge:R:1
Tl -0.07 0.15 0.21 0.823
O 1.36 -1.62 -0.96 -0.379
C 1.28 -2.89 -1.21 -0.407
C 2.47 -3.66 -1.20 -0.045
C 2.48 -5.00 -1.53 -0.129
C 1.31 -5.65 -1.89 -0.140
C 0.13 -4.92 -1.90 -0.081
C 0.06 -3.57 -1.57 -0.147
C -1.27 -2.96 -1.64 -0.135
N -1.64 -1.80 -1.27 -0.024
N -2.93 -1.48 -1.58 0.034
C -3.53 -0.67 -0.73 -0.527
O -3.11 -0.31 0.41 -0.156
C -4.87 -0.17 -1.19 -0.143
C -5.60 -0.81 -2.19 -0.045
C -6.84 -0.33 -2.57 -0.109
C -7.38 0.80 -1.95 -0.125
C -6.66 1.43 -0.94 -0.103
C -5.41 0.95 -0.56 -0.031
H 3.39 -3.15 -0.94 0.099
H 3.42 -5.56 -1.50 0.087
H 1.32 -6.70 -2.17 0.080
H -0.80 -5.42 -2.18 0.097
H -2.04 -3.61 -2.08 0.110
H -5.16 -1.68 -2.67 0.096
H -7.40 -0.83 -3.35 0.089
H -8.35 1.17 -2.24 0.086
H -7.07 2.31 -0.46 0.090
H -4.83 1.43 0.22 0.110
C 3.78 1.55 1.02 -0.064
C 3.45 0.33 1.81 -0.617
N 2.27 -0.17 1.98 0.055
C 2.29 -1.29 2.79 -0.328
C 3.52 -1.65 3.24 -0.365
S 4.71 -0.58 2.62 1.022
C 1.05 -2.02 3.08 -0.328
C 0.87 -2.82 4.17 -0.374
S -0.69 -3.53 4.12 1.030
C -1.02 -2.69 2.62 -0.595
N -0.03 -1.95 2.23 0.062
C -2.32 -2.87 1.93 -0.064
H 3.41 1.41 0.00 0.052
H 4.85 1.73 1.01 0.070
H 3.26 2.41 1.45 0.080
H 3.78 -2.49 3.86 0.069
H 1.55 -3.03 4.98 0.066
H -3.07 -3.27 2.61 0.070
H -2.20 -3.56 1.08 0.085
H -2.63 -1.90 1.52 0.052
S -1.48 3.27 2.00 0.712
C -0.53 4.29 1.12 -0.709
N 0.26 5.24 1.70 -0.114
C 1.24 5.96 0.90 -0.133
C 0.57 6.38 -0.38 -0.127
N 0.09 5.21 -1.08 -0.121
C 0.36 5.13 -2.51 -0.133
C 1.85 5.07 -2.76 -0.211
C 2.56 3.93 -2.39 -0.017
C 3.94 3.89 -2.56 -0.068
C 4.62 4.98 -3.08 -0.095
C 3.92 6.12 -3.46 -0.097
C 2.54 6.16 -3.29 -0.066
C -0.53 4.21 -0.39 -0.706
S -1.27 2.95 -1.16 0.674
C 0.37 5.40 3.15 -0.149
C 1.52 4.67 3.80 -0.201
C 1.33 3.44 4.42 -0.032
C 2.38 2.82 5.08 -0.075
C 3.64 3.40 5.10 -0.095
C 3.85 4.61 4.44 -0.091
C 2.79 5.24 3.81 -0.056
H 2.11 5.34 0.68 0.137
H 1.56 6.85 1.45 0.120
H 1.28 6.91 -1.02 0.119
H -0.26 7.06 -0.15 0.136
H -0.08 6.00 -3.01 0.130
H -0.12 4.23 -2.87 0.062
H 2.05 3.07 -1.98 0.096
H 4.47 2.99 -2.27 0.101
H 5.70 4.95 -3.19 0.097
H 4.44 6.97 -3.87 0.096
H 1.99 7.05 -3.59 0.107
H -0.57 5.04 3.57 0.075
H 0.47 6.47 3.35 0.126
H 0.35 2.97 4.39 0.094
H 2.22 1.86 5.57 0.106
H 4.46 2.91 5.62 0.099
H 4.84 5.06 4.43 0.099
H 2.96 6.19 3.32 0.103
C 3.46 0.18 -4.13 -0.229
S 2.57 -0.46 -2.64 0.940
O 2.32 0.83 -1.92 -0.594
C 1.09 -0.79 -3.61 -0.379
C 0.08 0.16 -3.63 -0.081
C -1.07 -0.08 -4.37 -0.070
C -1.19 -1.25 -5.10 -0.088
C -0.17 -2.20 -5.08 -0.082
C 0.98 -1.97 -4.33 -0.087
H 2.90 1.01 -4.57 0.051
H 3.58 -0.63 -4.85 0.041
H 4.44 0.53 -3.79 0.032
H 0.20 1.07 -3.05 0.073
H -1.87 0.65 -4.36 0.106
H -2.09 -1.45 -5.67 0.098
H -0.27 -3.12 -5.64 0.100
H 1.76 -2.72 -4.28 0.117
```